This record from the OMol25 dataset describes a cluster of 8 separate species, C40H62ClF2N3O26P in total at a distorted geometry. The level of theory is ωB97M-V with the def2-TZVPD basis set.

```
135
Properties=species:S:1:pos:R:3:forces:R:3
H 12.379852 0.070131 2.278528 -0.1 0.0 -0.1
O 1.676981 11.314527 3.901623 -0.2 -0.3 -0.5
C -13.054644 -6.989384 -0.489126 0.2 -0.5 0.1
O -12.234322 -7.649749 -2.692141 0.0 0.2 -0.4
C -1.490060 2.090186 -2.049431 0.0 -1.2 0.3
C 0.842383 -1.697701 -3.029467 0.9 -0.4 1.1
C -13.375753 -5.683416 -2.615367 -0.1 0.5 0.0
C 0.262158 0.635966 -0.050930 -0.5 0.2 2.2
H -3.512599 -5.562419 -3.947018 0.2 0.1 0.0
O -6.928424 -5.293652 -3.953524 0.5 -0.1 0.4
C 8.158515 0.531905 1.612088 0.0 -0.1 0.1
H 10.265537 1.949697 2.607248 0.0 -0.1 0.0
H 4.091331 11.087560 1.778704 -0.2 -0.1 -0.1
N 2.532715 -0.052514 0.449250 -0.7 0.6 -0.1
H 3.023771 -0.049613 -2.864591 0.3 -0.1 0.7
H 2.279400 2.675925 -0.658877 -0.7 -0.5 -0.4
O 0.325223 0.239823 3.623125 0.0 0.1 -0.8
H -8.323857 -6.905361 -2.226033 0.0 0.1 -0.1
H 3.010254 12.497755 1.816086 0.0 0.0 0.1
C -3.185108 -5.501847 -4.986434 -0.4 0.2 -0.1
H -0.137849 -4.107447 7.900939 0.0 0.1 -0.1
C -1.206353 -4.240461 -4.088964 0.4 -0.3 0.1
C 0.290002 3.529879 -2.326482 0.0 1.0 0.2
O 0.517271 3.336246 -3.442179 0.7 -1.0 -2.6
C -12.451556 -6.548251 -1.802818 -0.4 0.0 0.8
C 3.092100 11.380360 3.682888 0.6 0.6 0.3
C 1.214765 -2.898311 6.732735 -0.4 0.0 0.8
H -11.488521 -6.056435 -1.628947 0.0 0.1 -0.1
C -6.060069 -5.561286 -2.943135 0.0 0.1 0.1
H -13.305646 -4.629361 -2.350719 0.1 0.0 -0.2
H 11.169036 -0.272620 3.531816 0.0 0.1 -0.1
O 1.488943 -3.976490 5.825020 0.0 0.3 -0.5
C 4.477419 1.265699 -0.273358 -0.4 0.8 -0.8
H -0.804170 -2.477721 6.031108 0.1 -0.1 0.1
H 4.753305 12.700315 4.056333 0.0 -0.1 0.0
C 2.123374 1.777428 -1.306126 2.2 0.5 1.2
H 1.585052 -1.807624 -3.851682 -0.1 -0.1 0.5
H 5.258320 0.479955 -0.347656 -0.6 0.4 0.1
C 0.671638 -3.391292 8.053585 0.2 -0.5 0.1
H -7.059695 -7.045457 -5.024163 0.1 0.0 0.1
H -9.049400 -5.820983 -5.705901 0.0 -0.1 0.0
H 3.720303 12.416996 5.464340 0.1 0.0 0.0
H -7.590481 -8.309993 -3.031646 0.2 0.0 0.1
H -0.015139 5.707850 1.670484 0.1 0.1 0.1
H 3.010559 -2.278121 -0.686860 -0.4 0.5 -0.4
H 3.161666 13.477864 4.184674 0.0 -0.1 -0.1
O -2.213808 2.907916 -2.401819 -1.8 2.7 -0.8
C 10.155235 1.531176 1.602929 0.3 0.3 -0.2
O 1.294466 -1.749652 -1.739241 0.9 0.4 -0.8
H 4.432067 1.576395 0.796630 -0.1 0.0 -0.8
H 0.607402 6.740677 3.938162 0.0 -0.1 -0.1
H -0.157996 -3.999830 -4.270751 -0.1 0.0 -0.1
H -9.600289 -7.204101 -4.751318 0.1 0.0 0.0
H 2.366447 7.650559 1.610268 0.0 -0.1 -0.1
C 4.933144 2.513263 -1.089992 1.7 0.1 1.9
C 1.260315 -3.510599 4.571431 0.1 -0.3 0.1
C 1.378145 0.627183 1.043211 -0.2 -1.2 -1.0
H 3.535856 10.447378 4.046035 -0.1 0.0 -0.1
O -12.145644 -7.790447 -4.947466 0.1 0.1 0.1
O 6.974979 0.407635 1.653656 -0.1 -0.1 -0.1
H 0.299022 -2.558663 8.652558 0.1 0.0 -0.1
C 0.801451 6.230193 1.163882 -0.4 0.3 -0.3
C -7.548662 -7.227148 -2.928209 0.0 -0.5 0.0
C 1.060462 7.509766 3.309180 0.3 -0.2 0.4
F -1.839358 0.812423 -2.195924 1.6 -0.1 0.9
H -1.469410 -4.856265 -6.131096 -0.1 -0.1 0.0
H 6.195671 3.516662 0.457893 -0.1 -0.6 -0.6
P 0.739074 -0.514339 2.406261 -0.1 0.5 1.6
O 8.788145 1.665796 1.206186 -0.1 -0.3 0.2
H -13.907792 -7.650082 -0.652941 0.0 0.1 -0.1
H 1.767595 -1.458167 2.706082 -0.2 0.4 -0.8
O 1.644125 5.255323 0.540442 0.4 -0.4 0.3
H 3.109909 -2.458559 -2.447610 -0.2 0.4 0.6
H 2.530923 1.993281 -2.317688 -0.8 0.0 0.5
O 1.539121 -4.087472 3.567715 0.0 0.2 0.0
H 1.447030 -3.904479 8.623670 0.0 0.1 0.0
H 1.772935 8.049875 3.935591 0.0 0.0 -0.1
C 3.721337 12.562161 4.383391 -0.3 0.1 0.4
C -12.405452 -7.181498 -3.961457 0.0 -0.1 -0.2
O 2.041247 10.685691 1.780454 -0.3 0.0 0.2
C 3.159437 11.478840 2.184098 0.4 -0.1 -0.3
C 2.736281 -1.785931 -1.634898 1.1 -0.6 -0.8
C 3.080037 0.661152 -0.726681 1.3 -0.9 -0.2
H 0.381943 6.920614 0.434117 0.2 -0.2 -0.1
O 0.664238 -2.283865 4.607753 0.1 -0.7 0.0
O -12.915495 -5.917219 -3.945946 0.1 -0.4 0.0
C 11.439655 -0.442578 2.488088 -0.2 -0.4 0.2
H -13.381913 -6.127141 0.094480 0.1 0.0 -0.1
H 4.480198 -0.576968 -2.014882 -0.7 0.3 0.3
O 3.310078 3.970776 1.354183 -0.2 0.0 -0.2
O -5.216235 -4.810818 -2.558313 -0.1 -0.1 -0.1
C -2.097681 -7.419263 -5.362430 0.0 -0.2 -0.1
H -1.779715 -3.314125 -4.109805 0.0 -0.1 -0.1
H 2.145039 -2.343829 6.891113 0.0 0.0 -0.1
H 10.820862 2.060392 0.923048 -0.2 0.1 -0.1
H 1.613095 1.639676 1.446271 -0.5 -0.5 -0.1
O -0.313110 -1.549866 -3.193862 -1.5 0.7 -0.7
C -9.038332 -6.269387 -4.711821 0.0 0.4 -0.2
O -6.281083 -6.799589 -2.426924 0.1 0.5 -0.1
C 3.391746 -0.403286 -1.867186 -0.8 -0.5 -0.2
Cl 5.214243 2.165450 -2.848485 -0.6 0.1 0.4
H 0.286221 8.207387 2.991718 0.1 0.0 -0.1
C -7.621808 -6.515290 -4.249311 -0.9 -0.2 -0.3
H -9.554474 -5.574390 -4.044970 0.1 -0.1 0.1
H 0.575947 0.675803 -2.070630 -0.2 0.4 0.0
N 0.683125 1.380926 -1.316475 0.2 -1.6 0.3
H -0.311860 -1.296507 1.824460 0.6 0.2 -0.2
H -3.805506 -4.776523 -5.511542 -0.1 -0.2 -0.1
C 1.120960 10.780667 2.782474 -0.3 0.1 0.1
O 2.607374 5.800043 2.483833 0.1 -0.6 -0.6
C 10.349224 0.040347 1.560301 0.8 -0.1 0.4
C 0.215875 -2.091811 5.949786 -0.2 0.6 0.2
H 0.219073 -1.038005 6.221886 0.1 0.0 -0.3
O -0.016349 10.441694 2.686520 0.3 0.0 0.0
C 1.752725 6.898433 2.115486 -0.6 0.6 0.5
H -1.265823 -4.669806 -3.086743 -0.2 0.0 -0.1
H 11.600131 -1.515015 2.371698 0.0 0.1 0.0
C -1.717354 -5.213214 -5.125808 0.1 0.6 0.4
H 6.809357 3.713041 -1.210481 -0.6 -0.4 0.4
H 4.237453 3.353025 -0.894196 0.2 -0.5 -0.8
H -0.122782 -0.375059 -0.295081 0.8 0.6 -0.2
O -1.905502 -8.581450 -5.506585 0.0 0.2 0.0
C 6.319212 2.992081 -0.516267 0.1 0.3 -0.4
H -0.598347 1.168806 0.415976 0.6 0.0 -0.7
C 2.591050 4.922430 1.455804 0.1 0.3 0.3
H -14.421235 -5.998792 -2.551332 0.1 -0.1 0.1
F 0.478438 4.730985 -1.843469 -0.6 -0.6 1.4
H 7.038605 2.158070 -0.405296 -0.6 0.4 0.0
O 9.052874 -0.427261 1.959751 -0.4 0.4 -0.2
H 3.244176 -0.220360 1.158210 0.0 0.2 -0.3
H -12.328293 -7.548569 0.102316 0.0 0.1 0.0
N -0.232494 2.466675 -1.467727 -0.3 -0.1 -0.2
O -3.295954 -6.800953 -5.570723 0.4 -0.2 0.1
H 10.538099 -0.312468 0.541638 -0.1 0.1 0.0
O -1.151350 -6.518586 -4.964257 -0.4 -0.3 -0.2
```
Positions in Å, forces in eV/Å.

* total charge: +1
* highest occupied orbital energy: -11.878 eV
* molecular weight: 1105.35 u
* spin multiplicity: 1
* gap between HOMO and LUMO: 9.22 eV

Results of the Löwdin charge analysis, in e, for atoms 1 through 99: atom 1 (H): 0.095, atom 2 (O): 0.092, atom 3 (C): -0.022, atom 4 (O): 0.082, atom 5 (C): -0.487, atom 6 (C): -0.353, atom 7 (C): -0.105, atom 8 (C): -0.082, atom 9 (H): 0.119, atom 10 (O): 0.087, atom 11 (C): -0.548, atom 12 (H): 0.145, atom 13 (H): 0.142, atom 14 (N): -0.025, atom 15 (H): 0.111, atom 16 (H): 0.133, atom 17 (O): -0.425, atom 18 (H): 0.138, atom 19 (H): 0.145, atom 20 (C): -0.106, atom 21 (H): 0.095, atom 22 (C): -0.027, atom 23 (C): -0.492, atom 24 (O): 0.266, atom 25 (C): -0.345, atom 26 (C): -0.340, atom 27 (C): -0.329, atom 28 (H): 0.154, atom 29 (C): -0.557, atom 30 (H): 0.142, atom 31 (H): 0.095, atom 32 (O): 0.098, atom 33 (C): -0.147, atom 34 (H): 0.147, atom 35 (H): 0.094, atom 36 (C): -0.033, atom 37 (H): 0.169, atom 38 (H): 0.118, atom 39 (C): -0.019, atom 40 (H): 0.164, atom 41 (H): 0.094, atom 42 (H): 0.089, atom 43 (H): 0.146, atom 44 (H): 0.147, atom 45 (H): 0.134, atom 46 (H): 0.096, atom 47 (O): 0.269, atom 48 (C): -0.095, atom 49 (O): -0.051, atom 50 (H): 0.129, atom 51 (H): 0.101, atom 52 (H): 0.071, atom 53 (H): 0.086, atom 54 (H): 0.160, atom 55 (C): -0.677, atom 56 (C): -0.556, atom 57 (C): -0.361, atom 58 (H): 0.157, atom 59 (O): 0.162, atom 60 (O): 0.148, atom 61 (H): 0.094, atom 62 (C): -0.087, atom 63 (C): -0.097, atom 64 (C): -0.005, atom 65 (F): 0.188, atom 66 (H): 0.160, atom 67 (H): 0.094, atom 68 (P): 0.794, atom 69 (O): 0.044, atom 70 (H): 0.095, atom 71 (H): 0.042, atom 72 (O): 0.030, atom 73 (H): 0.132, atom 74 (H): 0.121, atom 75 (O): 0.154, atom 76 (H): 0.088, atom 77 (H): 0.091, atom 78 (C): -0.018, atom 79 (C): -0.561, atom 80 (O): 0.053, atom 81 (C): -0.101, atom 82 (C): -0.167, atom 83 (C): -0.372, atom 84 (H): 0.149, atom 85 (O): -0.043, atom 86 (O): 0.062, atom 87 (C): -0.019, atom 88 (H): 0.092, atom 89 (H): 0.117, atom 90 (O): 0.138, atom 91 (O): 0.138, atom 92 (C): -0.544, atom 93 (H): 0.085, atom 94 (H): 0.162, atom 95 (H): 0.144, atom 96 (H): 0.134, atom 97 (O): 0.096, atom 98 (C): -0.012, atom 99 (O): 0.070